Below is a structure of composition C6H10O, with properties calculated with wB97M-V/def2-TZVPD.

## Properties
**HOMO level**: -7.54 eV
**Energy relative to the best compared isomer or geometry (same formula, charge and spin)**: 448.02 kJ/mol
**Total energy**: -8426.5970 eV
**E_LUMO**: 0.8 eV

Last column: Löwdin charge in e.
Positions of all 17 atoms, in Å:
O: 0.6229 -1.4805 1.2350  -0.0942
C: 1.6795 -1.0808 0.7013  -0.3766
C: 1.8314 0.1718 0.0853  -0.1793
C: 0.6880 1.0840 0.2705  -0.0984
C: -0.7553 0.7188 -0.7560  -0.1933
C: -1.2383 -0.6971 -1.1432  -0.0792
C: -1.8739 0.0238 -0.0226  -0.1048
H: 2.5725 -1.7376 0.6910  0.1064
H: 2.7217 0.5087 -0.4275  0.0816
H: 0.4008 0.2950 -0.7748  0.1293
H: 0.8364 2.1182 -0.0281  0.1198
H: 0.1836 0.9512 1.2245  0.1152
H: -0.9621 1.5373 -1.4352  0.1352
H: -1.7168 -0.7534 -2.1154  0.1119
H: -0.5746 -1.5099 -0.8661  0.1047
H: -2.8677 0.4416 -0.1603  0.1125
H: -1.6438 -0.3433 0.9757  0.1092